Entry 1:
2 unconnected molecules or ions with the total composition C6H14N2O2 at a distorted geometry. Source: the Open Molecules 2025 dataset; level of theory: wB97M-V/def2-TZVPD.

```
24
Properties=species:S:1:pos:R:3
C -2.189 -1.614 -0.278
C 1.046 -1.855 1.787
C -0.195 -2.272 1.051
O -0.514 -3.445 0.941
N -0.965 -1.330 0.445
H -0.878 -0.348 0.642
H -2.179 -2.578 -0.778
H 1.887 -1.896 1.086
H -2.994 -1.613 0.465
H -2.434 -0.909 -1.055
H 1.099 -0.850 2.218
H 1.230 -2.538 2.610
C -1.109 2.550 -1.091
C 2.278 1.044 -0.498
C 0.093 2.002 -0.325
O 0.124 2.041 0.887
N 1.056 1.510 -1.143
H -1.819 1.737 -1.257
H -0.929 2.942 -2.094
H 0.987 1.269 -2.107
H 3.011 0.760 -1.254
H -1.539 3.298 -0.426
H 2.723 1.909 0.004
H 2.211 0.186 0.172
```

E_HOMO ... -0.34621 hartree
SMILES string ... CNC(C)=O.CNC(C)=O
Gap between HOMO and LUMO ... 10.0 eV

Atom charges from the natural (NBO) analysis, given in e for atoms 1 to 2: atom 1 (C): -0.418, atom 2 (C): -0.713

=====

Entry 2:
A gas-phase ion, C9H12N3S2 (charge +1) at a distorted geometry. Source: the Open Molecules 2025 dataset; level of theory: wB97M-V/def2-TZVPD.

```
26
Properties=species:S:1:pos:R:3
C -1.408 -3.257 -0.536
C -1.766 -2.032 0.029
C -0.240 -3.423 -1.195
C -0.966 -0.948 -0.112
C 0.599 -2.299 -1.371
C 0.176 -1.015 -0.900
C 0.250 1.467 -1.054
C 0.005 3.411 0.329
C 0.739 0.748 2.148
N 0.896 0.138 -1.235
N 0.454 1.994 0.109
N 1.352 1.464 1.074
S -1.050 1.689 -2.041
S 2.234 0.160 -2.114
H -1.967 -4.214 -0.199
H -2.702 -2.054 0.673
H 0.025 -4.454 -1.575
H -1.467 -0.122 0.179
H 1.566 -2.437 -1.994
H -0.909 3.474 -0.261
H -0.154 3.454 1.396
H 0.725 4.136 -0.053
H -0.337 1.217 2.247
H 0.643 -0.287 1.947
H 1.240 0.976 3.121
H 2.062 2.216 1.385
```

E_HOMO (spin up / spin down) ... -0.44307 / -0.45917 hartree
Gap between HOMO and LUMO (spin up / spin down) ... 7.8 / 4.8 eV
Net charge ... +1
⟨S²⟩ ... 2.028
Multiplicity ... 3

Atom charges from the natural (NBO) analysis, given in e for atoms 1 to 2: atom 1 (C): -0.189, atom 2 (C): -0.174

=====

Entry 3:
2 unconnected molecules or ions with the total composition C8H12N4O2 at a distorted geometry. Source: the Open Molecules 2025 dataset; level of theory: wB97M-V/def2-TZVPD.

```
26
Properties=species:S:1:pos:R:3
C -2.668 -1.332 -1.528
C -2.104 -0.265 -2.309
C -2.375 -1.305 -0.214
C -1.174 0.703 -1.848
C -1.382 -0.455 0.342
C -0.725 0.544 -0.522
C 0.812 0.765 1.198
C -0.805 -0.671 1.598
N 2.128 -0.680 0.071
N 0.269 1.268 0.039
N 3.397 -0.272 0.572
N 0.765 2.514 -0.404
O -1.342 -1.619 2.278
O 0.272 -0.079 2.018
H -3.511 -1.932 -2.013
H -2.547 -0.103 -3.276
H -2.912 -1.923 0.377
H -0.837 1.398 -2.547
H 1.618 1.411 1.652
H 1.871 -1.524 0.530
H 3.895 -0.010 -0.305
H 3.349 0.359 1.322
H 4.010 -1.021 0.914
H 0.485 3.317 0.271
H -0.747 -1.732 3.021
H 0.257 2.647 -1.240
```

E_HOMO ... -0.58422 hartree
Gap between HOMO and LUMO ... 7.4 eV
Net charge ... +2

Atom charges from the natural (NBO) analysis, given in e for atoms 1 to 2: atom 1 (C): -0.200, atom 2 (C): -0.008

=====

Entry 4:
A molecular structure, C52H50FLaN7O11 at a distorted geometry. Source: the Open Molecules 2025 dataset; level of theory: wB97M-V/def2-TZVPD.

```
122
Properties=species:S:1:pos:R:3
La -0.546 2.708 0.254
C -1.183 5.823 2.305
O -1.326 4.403 2.289
C -2.099 3.837 3.307
C -3.039 4.564 4.036
C -3.677 3.937 5.078
C -3.384 2.648 5.439
C -2.451 1.965 4.741
C -1.763 2.524 3.647
N -0.840 1.750 2.859
N -0.510 0.676 3.470
C 0.347 -0.252 2.902
C 0.852 -0.232 1.553
O 0.485 0.649 0.674
C 1.823 -1.267 1.147
C 2.005 -2.317 1.946
C 1.422 -2.405 3.232
C 1.721 -3.518 4.001
C 1.152 -3.699 5.214
C 0.409 -2.634 5.763
C 0.116 -1.488 5.049
C 0.668 -1.341 3.756
H -0.951 6.134 3.336
H -2.119 6.231 1.956
H -0.451 6.053 1.552
H -3.297 5.574 3.869
H -4.325 4.528 5.733
H -3.964 2.202 6.272
H -2.254 0.900 4.930
H 2.195 -1.143 0.163
H 2.591 -3.144 1.625
H 2.374 -4.225 3.485
H 1.318 -4.598 5.801
H 0.090 -2.717 6.804
H -0.448 -0.690 5.518
C -0.704 -4.476 1.577
C -1.759 -4.279 0.458
N -1.359 -3.319 -0.567
C -1.739 -2.032 -0.391
C -1.467 -1.015 -1.229
C -1.917 0.446 -0.790
O -1.714 1.415 -1.583
O -2.241 0.585 0.375
C -0.571 -1.213 -2.331
O -0.199 -0.381 -3.137
C 0.042 -2.603 -2.401
C 1.108 -2.826 -3.301
C 1.631 -4.091 -3.364
F 2.679 -4.297 -4.177
C 1.107 -5.135 -2.637
C 0.023 -4.907 -1.763
C -0.432 -3.623 -1.576
N 1.528 -6.521 -2.865
C 2.776 -6.922 -2.228
C 2.977 -8.413 -2.274
N 2.927 -8.841 -3.689
C 1.619 -8.439 -4.333
C 1.376 -6.970 -4.226
H -1.045 -5.317 2.179
H -0.600 -3.583 2.146
H 0.238 -4.697 1.114
H -2.662 -3.895 0.931
H -2.119 -5.185 -0.030
H -2.295 -1.964 0.504
H 1.469 -1.973 -3.897
H -0.450 -5.718 -1.167
H 2.730 -6.557 -1.198
H 3.675 -6.434 -2.702
H 2.242 -8.988 -1.697
H 3.973 -8.669 -1.881
H 3.089 -9.847 -3.857
H 3.676 -8.331 -4.168
H 0.890 -9.084 -3.855
H 1.746 -8.761 -5.382
H 0.363 -6.791 -4.595
H 2.001 -6.486 -4.985
O 0.518 2.649 -2.091
H 0.040 1.843 -2.399
H 1.460 2.316 -1.935
O 3.077 1.938 -1.075
C 2.830 2.463 0.005
O 1.906 3.365 0.262
C 3.608 1.922 1.197
C 3.302 2.442 2.464
C 3.974 2.047 3.603
C 5.060 1.192 3.448
O 6.055 0.802 4.329
C 6.939 0.012 3.593
O 6.570 0.022 2.244
C 5.389 0.730 2.144
C 4.661 1.022 1.023
H 2.539 3.184 2.527
H 3.762 2.285 4.636
H 6.822 -1.021 3.966
H 7.930 0.366 3.654
H 4.867 0.685 0.025
C -3.488 5.651 -4.734
N -2.502 5.838 -3.677
N -2.587 5.214 -2.457
C -1.399 5.332 -1.790
O -1.235 4.767 -0.666
C -0.509 5.977 -2.691
C -1.221 6.183 -3.881
C -0.664 6.630 -5.195
C -3.853 4.833 -1.944
C -4.223 3.532 -1.637
C -5.568 3.267 -1.370
C -6.539 4.280 -1.386
C -6.152 5.614 -1.518
C -4.789 5.845 -1.792
H -4.460 5.995 -4.508
H -3.531 4.614 -5.082
H -3.122 6.266 -5.532
H 0.540 6.049 -2.548
H 0.425 6.726 -5.002
H -1.078 7.555 -5.553
H -0.654 5.908 -6.009
H -3.495 2.727 -1.666
H -5.958 2.265 -1.209
H -7.570 4.040 -1.255
H -6.820 6.466 -1.334
H -4.408 6.868 -1.897
```

E_HOMO ... -0.31054 hartree
Gap between HOMO and LUMO ... 5.4 eV
Net charge ... +1

Atom charges from the Löwdin analysis, given in e for atoms 1 to 2: atom 1 (La): 2.260, atom 2 (C): -0.050

=====

Entry 5:
A molecular structure, C32H30CdN2O3S5Si. Source: the Open Molecules 2025 dataset; level of theory: wB97M-V/def2-TZVPD.

```
74
Properties=species:S:1:pos:R:3
Cd 0.701 -1.999 2.237
S -0.259 -4.423 6.083
C 0.248 -3.628 4.698
S 1.340 -2.282 4.750
S -0.315 -4.120 3.126
C 3.131 4.408 -0.760
C 3.101 2.908 -0.664
C 4.229 2.190 -0.273
C 4.178 0.816 -0.107
C 2.986 0.139 -0.329
C 1.859 0.837 -0.722
C 1.924 2.212 -0.899
S 2.926 -1.612 0.000
O 3.898 -2.219 -0.887
O 1.537 -2.021 -0.276
O 3.208 -1.719 1.426
H 4.155 4.782 -0.805
H 2.648 4.849 0.115
H 2.597 4.761 -1.643
H 5.156 2.717 -0.083
H 5.052 0.263 0.208
H 0.925 0.310 -0.856
H 1.027 2.751 -1.183
C 1.432 4.166 2.822
C 2.139 2.974 2.766
C 1.474 1.782 2.503
C 0.095 1.747 2.287
C -0.599 2.957 2.375
C 0.055 4.155 2.631
Si -0.748 0.087 1.848
C -2.316 0.000 2.918
C -3.528 0.582 2.538
C -4.654 0.502 3.348
C -4.588 -0.175 4.559
C -3.397 -0.769 4.951
C -2.274 -0.680 4.138
C -1.432 0.320 0.077
C -1.801 -0.839 -0.617
C -2.254 -0.794 -1.927
C -2.341 0.424 -2.590
C -1.980 1.588 -1.926
C -1.535 1.531 -0.609
H 1.946 5.098 3.026
H 3.211 2.966 2.922
H 2.041 0.858 2.462
H -1.676 2.964 2.248
H -0.509 5.079 2.691
H -3.601 1.091 1.583
H -5.585 0.957 3.028
H -5.468 -0.252 5.187
H -3.335 -1.323 5.879
H -1.356 -1.164 4.457
H -1.703 -1.808 -0.136
H -2.524 -1.716 -2.429
H -2.679 0.463 -3.620
H -2.040 2.545 -2.434
H -1.249 2.451 -0.111
C 1.851 -1.480 -3.477
C 0.642 -2.335 -3.649
C 0.009 -2.522 -4.849
C -1.149 -3.321 -4.845
N -1.609 -3.927 -3.781
C -0.956 -3.791 -2.587
S -1.431 -4.558 -1.203
N 0.142 -2.947 -2.561
C -1.939 -3.516 -6.110
H 2.264 -1.220 -4.451
H 2.611 -1.982 -2.875
H 1.581 -0.562 -2.958
H 0.376 -2.052 -5.749
H 0.597 -2.767 -1.654
H -1.431 -3.090 -6.974
H -2.914 -3.039 -6.002
H -2.113 -4.578 -6.274
```

E_HOMO ... -0.05125 hartree
Gap between HOMO and LUMO ... 5.3 eV
Net charge ... -2

Atom charges from the Löwdin analysis, given in e for atoms 1 to 2: atom 1 (Cd): 0.970, atom 2 (S): 0.263

=====

Entry 6:
A molecular structure, C19H28CoFO2 at a distorted geometry. Source: the Open Molecules 2025 dataset; level of theory: wB97M-V/def2-TZVPD.

```
51
Properties=species:S:1:pos:R:3
O 0.444 0.273 -4.124
C 0.326 1.577 -4.804
C 0.103 0.984 -6.196
H 1.258 2.157 -4.762
H -0.542 2.147 -4.450
C 0.297 -0.353 -5.442
H 0.877 1.223 -6.917
H -0.896 1.140 -6.583
C 1.547 -1.070 -5.920
H 2.421 -0.413 -5.975
H 1.370 -1.448 -6.935
H 1.760 -1.931 -5.278
C -0.920 -1.253 -5.496
H -1.826 -0.716 -5.199
H -0.753 -2.111 -4.836
H -1.056 -1.619 -6.521
Co -0.067 -0.036 4.052
C -1.913 -0.478 4.925
C -1.726 0.949 5.106
C -1.970 1.581 3.845
H -1.505 1.429 6.058
C -2.340 0.580 2.902
C -2.317 -0.681 3.551
H -2.628 -1.629 3.113
H -1.926 -1.218 5.724
H -1.870 2.643 3.627
H -2.680 0.761 1.882
C 1.148 -1.470 5.227
C 0.337 -2.249 4.307
C 0.933 -2.140 3.002
H -0.492 -2.893 4.566
C 2.072 -1.286 3.103
C 2.228 -0.890 4.468
H 2.992 -0.226 4.855
H 1.016 -1.434 6.306
H 0.615 -2.674 2.118
H 2.725 -1.024 2.277
O 0.283 0.431 1.407
C -0.081 -0.356 0.279
C -0.333 0.598 -0.884
H -0.954 -0.962 0.553
H 0.745 -1.049 0.065
C 0.547 1.819 -0.509
H -1.394 0.907 -0.868
H -0.091 0.169 -1.863
C 0.481 1.794 1.013
H 0.223 2.769 -0.951
H 1.583 1.607 -0.817
H -0.344 2.421 1.387
H 1.393 2.126 1.515
F 0.899 1.521 4.097
```

E_HOMO (spin up / spin down) ... -0.10513 / -0.13038 hartree
Gap between HOMO and LUMO (spin up / spin down) ... 5.0 / 5.7 eV
Net charge ... -1
⟨S²⟩ ... 3.766
Multiplicity ... 4

Atom charges from the natural (NBO) analysis, given in e for atoms 1 to 2: atom 1 (O): -0.538, atom 2 (C): -0.059

=====

Entry 7:
8 unconnected molecules or ions with the total composition C32H45F21N3O14S at a distorted geometry. Source: the Open Molecules 2025 dataset; level of theory: wB97M-V/def2-TZVPD.

```
116
Properties=species:S:1:pos:R:3
N 0.199 3.259 1.501
C -0.596 2.496 0.772
N -1.607 2.982 0.016
C -1.303 2.684 -1.446
C 0.032 1.967 -1.673
S 1.412 3.142 -1.892
C 0.338 0.878 -0.624
N -0.406 1.130 0.677
H 1.149 2.969 1.678
H -0.137 4.155 1.814
H -1.700 3.983 0.155
H -1.351 3.620 -1.988
H -2.094 2.053 -1.847
H -0.070 1.452 -2.626
H 1.818 2.835 -3.128
H 1.399 0.864 -0.396
H 0.051 -0.099 -0.996
H -1.329 0.736 0.521
C 0.161 1.177 4.526
C 1.323 0.468 3.860
O 2.581 0.979 4.333
C 2.997 0.502 5.501
O 2.432 -0.302 6.179
C 4.364 1.116 5.859
F 4.363 2.433 5.639
F 5.311 0.561 5.096
F 4.650 0.892 7.128
H 0.258 2.255 4.385
H -0.787 0.846 4.102
H 0.142 0.989 5.598
H 1.321 0.657 2.788
H 1.273 -0.609 4.010
C -4.051 0.021 -6.321
C -4.446 -0.436 -4.934
O -3.537 -1.456 -4.445
C -2.401 -1.051 -3.943
O -2.009 0.079 -3.819
C -1.581 -2.260 -3.451
F -1.568 -3.243 -4.339
F -2.105 -2.717 -2.307
F -0.323 -1.887 -3.205
H -3.997 -0.831 -6.999
H -4.788 0.726 -6.702
H -3.076 0.507 -6.318
H -5.423 -0.907 -4.946
H -4.480 0.393 -4.228
C 1.722 -2.894 7.823
C 0.854 -2.047 8.723
O -0.052 -2.848 9.512
C 0.458 -3.392 10.605
O 1.579 -3.301 11.005
C -0.649 -4.152 11.361
F -1.381 -4.899 10.532
F -1.466 -3.273 11.962
F -0.126 -4.938 12.290
H 1.105 -3.535 7.190
H 2.319 -2.232 7.197
H 2.384 -3.539 8.399
H 0.211 -1.399 8.130
H 1.448 -1.414 9.380
C -9.878 -4.244 -4.255
C -9.224 -4.323 -5.616
O -9.151 -3.020 -6.240
C -8.162 -2.242 -5.858
O -7.307 -2.484 -5.055
C -8.209 -0.919 -6.645
F -9.437 -0.414 -6.695
F -7.780 -1.114 -7.895
F -7.407 -0.023 -6.066
H -10.861 -3.780 -4.331
H -9.994 -5.244 -3.841
H -9.279 -3.652 -3.565
H -9.818 -4.927 -6.297
H -8.227 -4.757 -5.563
C 4.969 2.751 -6.235
C 3.855 1.840 -6.696
O 2.570 2.506 -6.635
C 2.286 3.306 -7.652
O 2.967 3.537 -8.604
C 0.878 3.900 -7.460
F 0.703 4.326 -6.201
F -0.051 2.967 -7.708
F 0.677 4.919 -8.278
H 4.762 3.134 -5.234
H 5.909 2.203 -6.217
H 5.078 3.606 -6.901
H 3.765 0.979 -6.037
H 4.033 1.469 -7.703
C 8.589 -0.343 -10.202
C 7.453 -1.340 -10.147
O 7.373 -1.974 -8.850
C 6.766 -1.293 -7.902
O 6.266 -0.209 -7.989
C 6.736 -2.124 -6.604
F 7.920 -2.675 -6.350
F 5.827 -3.099 -6.713
F 6.398 -1.353 -5.573
H 9.529 -0.823 -9.931
H 8.679 0.062 -11.209
H 8.422 0.482 -9.512
H 7.617 -2.154 -10.849
H 6.496 -0.877 -10.386
C -0.315 0.987 14.079
C -1.310 0.507 13.047
O -1.615 1.546 12.087
C -0.743 1.711 11.113
O 0.271 1.104 10.934
C -1.242 2.810 10.154
F -1.686 3.876 10.817
F -2.244 2.334 9.402
F -0.264 3.196 9.340
H -0.678 1.891 14.567
H -0.162 0.217 14.833
H 0.647 1.216 13.621
H -2.263 0.265 13.511
H -0.956 -0.380 12.524
```

E_HOMO ... -0.45324 hartree
Gap between HOMO and LUMO ... 8.4 eV
Net charge ... +1

Atom charges from the Löwdin analysis, given in e for atoms 1 to 2: atom 1 (N): 0.277, atom 2 (C): -0.399